## w
Here is a 3-piece molecular cluster, C5H15NO3 overall from the Open Molecules 2025 dataset. Energies are from ωB97M-V with the def2-TZVPD basis set.

The geometry in XYZ format:
```
24
C5H15NO3, DFT ωB97M-V with the def2-TZVPD basis set
O 0.214 -0.048 2.242
C -0.084 1.062 1.859
C -1.198 1.321 0.901
C -0.623 1.548 -0.513
C 0.362 0.471 -0.945
C 0.676 -1.870 -1.450
N -0.202 -0.873 -0.837
H 0.532 1.930 2.164
H -1.871 0.469 0.894
H -1.789 2.192 1.205
H -0.126 2.517 -0.555
H -1.459 1.588 -1.205
H 0.653 0.634 -1.987
H 1.304 0.557 -0.379
H 0.246 -2.860 -1.311
H 0.759 -1.653 -2.515
H 1.686 -1.863 -1.028
H -0.303 -1.090 0.148
H -1.725 -0.559 -1.930
H -3.015 -1.233 -2.439
O -2.525 -0.408 -2.467
H 2.062 -0.475 1.950
H 3.404 -1.225 2.095
O 2.943 -0.572 1.562
```

HOMO: -9.39 eV
2S+1: 1
Molar mass: 137.2 g mol⁻¹



## x
Here is a 3-piece molecular cluster, C5H15NO3 overall from the Open Molecules 2025 dataset. Energies are from ωB97M-V with the def2-TZVPD basis set.

The geometry in XYZ format:
```
24
C5H15NO3, DFT ωB97M-V with the def2-TZVPD basis set
C -0.981 -1.051 0.026
O -0.398 -2.280 -0.402
C -0.148 0.053 -0.578
C -0.308 1.487 0.123
C 1.116 2.045 0.237
C 2.036 1.645 1.117
N 1.675 2.953 -0.736
H -2.001 -0.862 -0.312
H -1.060 -1.061 1.174
H -0.743 -3.096 0.096
H -0.450 0.211 -1.672
H 0.845 -0.265 -0.495
H -0.782 1.486 1.165
H -1.096 2.101 -0.407
H 1.768 1.039 1.975
H 3.122 1.847 1.173
H 1.009 3.160 -1.431
H 2.001 3.784 -0.227
H -4.537 -1.813 -0.814
H -3.123 -2.331 -1.043
O -4.026 -2.523 -1.106
H 1.871 -1.503 1.125
H 2.157 -2.603 0.018
O 2.056 -2.422 0.995
```

HOMO: -8.66 eV
2S+1: 1
Molar mass: 137.2 g mol⁻¹



## y
Here is a 4-piece molecular cluster, C5H15NO3 overall from the Open Molecules 2025 dataset. Energies are from ωB97M-V with the def2-TZVPD basis set.

The geometry in XYZ format:
```
24
C5H15NO3, DFT ωB97M-V with the def2-TZVPD basis set
C 1.885 1.736 -1.893
N 0.800 0.695 -1.988
C 1.190 -0.481 -1.320
C 1.187 -0.628 0.001
C 0.974 -1.987 0.583
C 0.034 -2.786 0.052
H 1.558 2.767 -2.107
H 2.055 1.886 -0.817
H 2.838 1.316 -2.342
H 0.406 0.731 -2.907
H 1.414 -1.247 -2.084
H 1.188 0.265 0.594
H 1.539 -2.390 1.403
H -0.313 -3.696 0.560
H -0.549 -2.851 -0.849
H -0.252 1.265 1.574
H -0.503 0.734 2.978
O -0.408 1.550 2.481
H -1.843 2.252 -0.257
H -3.187 1.647 -0.891
O -2.783 2.364 -0.407
H -1.791 -1.846 1.049
H -2.372 -1.178 2.263
O -1.520 -1.378 1.848
```

HOMO: -8.32 eV
2S+1: 1
Molar mass: 137.2 g mol⁻¹



## z
Here is a 3-piece molecular cluster, C5H15NO3 overall from the Open Molecules 2025 dataset. Energies are from ωB97M-V with the def2-TZVPD basis set.

The geometry in XYZ format:
```
24
C5H15NO3, DFT ωB97M-V with the def2-TZVPD basis set
C -0.078 0.983 1.131
N -0.481 0.007 0.261
C -0.575 0.418 -1.135
C -2.022 0.996 -1.404
C -1.291 -1.162 0.613
C -0.431 -2.388 0.550
O 0.662 1.929 0.873
H -0.238 0.842 2.209
H -0.058 1.329 -1.355
H -0.447 -0.508 -1.707
H -2.105 1.794 -2.166
H -2.656 0.275 -1.936
H -2.482 1.410 -0.509
H -2.179 -1.374 -0.031
H -1.747 -0.926 1.589
H 0.369 -2.289 1.276
H 0.085 -2.524 -0.415
H -0.804 -3.413 0.712
H 2.950 2.449 1.819
H 2.641 1.360 1.047
O 3.403 1.618 1.593
H 2.929 -0.965 -1.103
H 2.071 0.278 -0.575
O 2.485 -0.139 -1.334
```

HOMO: -9.86 eV
2S+1: 1
Molar mass: 137.2 g mol⁻¹



Computed stability ranking, most favorable first: w, z, x, y



## w
Here is a 2-piece molecular cluster, C2H3BrO2 overall from the Open Molecules 2025 dataset. Energies are from ωB97M-V with the def2-TZVPD basis set.

The geometry in XYZ format:
```
8
C2H3BrO2, DFT ωB97M-V with the def2-TZVPD basis set
C -0.302 0.553 0.059
C 0.344 -0.678 -0.415
O 0.204 1.623 0.682
O -0.496 1.716 -0.572
Br 2.278 -0.696 0.025
H -2.225 -0.204 1.674
H 0.261 -0.741 -1.501
H -0.064 -1.573 0.048
```

HOMO (spin up / spin down): -10.71 / -9.00 eV
2S+1: 1
Molar mass: 138.9 g mol⁻¹



## x
Here is an isolated molecule of C2H3BrO2 from the Open Molecules 2025 dataset. Energies are from ωB97M-V with the def2-TZVPD basis set.

The geometry in XYZ format:
```
8
C2H3BrO2, DFT ωB97M-V with the def2-TZVPD basis set
C 0.657 0.551 -0.229
C -0.574 -0.554 0.056
O 0.488 1.348 0.925
O 0.187 1.772 -0.481
Br 1.939 -0.760 -0.768
H -1.437 0.202 0.459
H -0.931 -1.178 -0.737
H -0.328 -1.380 0.774
```

HOMO: -10.32 eV
2S+1: 1
Molar mass: 138.9 g mol⁻¹



Computed stability ranking, most favorable first: x, w



## w
Here is an isolated molecule of C8H10O3 from the Open Molecules 2025 dataset. Energies are from ωB97M-V with the def2-TZVPD basis set.

The geometry in XYZ format:
```
21
C8H10O3, DFT ωB97M-V with the def2-TZVPD basis set
C -1.864 -0.602 -0.066
C -1.398 1.680 -0.070
C -0.145 0.958 0.424
C 1.244 1.573 0.053
C 1.982 0.394 -0.477
C 1.809 -0.770 0.420
C 0.567 -1.640 0.063
C -0.377 -0.420 -0.293
H -1.346 1.991 -1.130
H -1.790 2.529 0.553
H -0.180 0.701 1.479
H 1.688 1.924 1.058
H 1.239 2.423 -0.682
H 1.785 0.166 -1.526
H 1.810 -0.586 1.509
H 0.720 -2.286 -0.787
H 0.167 -2.209 0.974
H -0.182 -0.260 -1.386
O -2.550 -1.605 -0.036
O -2.398 0.649 0.059
O 3.095 -0.473 -0.072
```

HOMO: -10.00 eV
2S+1: 1
Molar mass: 154.2 g mol⁻¹



## x
Here is an isolated molecule of C8H10O3 from the Open Molecules 2025 dataset. Energies are from ωB97M-V with the def2-TZVPD basis set.

The geometry in XYZ format:
```
21
C8H10O3, DFT ωB97M-V with the def2-TZVPD basis set
C -1.878 -1.448 -0.628
C -0.141 -0.013 0.038
C -1.737 1.518 0.663
C 0.753 -1.087 0.661
C 2.101 -1.066 0.700
C 2.846 -0.020 -0.038
C 1.979 1.028 -0.692
C 0.663 1.081 -0.644
H -1.492 -2.508 -0.784
H -2.669 -1.358 -1.376
H -2.242 -1.393 0.437
H -2.442 1.624 1.551
H -1.188 2.461 0.599
H -2.231 1.238 -0.292
H 0.141 -1.861 1.091
H 2.633 -1.867 1.225
H 2.488 1.726 -1.367
H 0.217 1.947 -1.255
O -0.948 -0.496 -0.992
O -0.900 0.466 1.084
O 4.047 0.027 0.017
```

HOMO: -9.82 eV
2S+1: 1
Molar mass: 154.2 g mol⁻¹



Computed stability ranking, most favorable first: x, w



## w
Here is an isolated ion of composition C3H5N2O and charge +1 from the Open Molecules 2025 dataset. Energies are from ωB97M-V with the def2-TZVPD basis set.

The geometry in XYZ format:
```
11
C3H5N2O, DFT ωB97M-V with the def2-TZVPD basis set
C -0.800 -0.366 -0.243
C 1.422 -0.343 -0.197
C -2.077 0.212 0.080
N -0.576 -1.546 -0.506
N 2.550 0.073 0.098
O 0.335 0.416 0.004
H -2.354 0.848 -0.708
H -1.896 0.767 1.126
H -2.829 -0.635 -0.016
H 3.396 -0.378 -0.298
H 2.828 0.950 0.661
```

Charge: +1
HOMO (spin up / spin down): -15.62 / -16.12 eV
2S+1: 1
Molar mass: 85.1 g mol⁻¹



## x
Here is an isolated ion of composition C3H5N2O and charge +1 from the Open Molecules 2025 dataset. Energies are from ωB97M-V with the def2-TZVPD basis set.

The geometry in XYZ format:
```
11
C3H5N2O, DFT ωB97M-V with the def2-TZVPD basis set
C 1.716 -0.470 -0.025
C 0.380 -0.695 0.000
C -1.812 0.245 0.023
N 2.798 -0.060 0.037
N -0.384 0.408 -0.001
O 0.120 1.512 -0.014
H 3.764 0.131 -0.149
H -0.031 -1.690 0.010
H -2.138 -0.418 -0.779
H -2.124 -0.182 0.981
H -2.290 1.221 -0.084
```

Charge: +1
HOMO (spin up / spin down): -15.06 / -15.06 eV
2S+1: 1
Molar mass: 85.1 g mol⁻¹



Computed stability ranking, most favorable first: x, w



## w
Here is an isolated ion of composition C3H3O3S and charge -1 from the Open Molecules 2025 dataset. Energies are from ωB97M-V with the def2-TZVPD basis set.

The geometry in XYZ format:
```
10
C3H3O3S, DFT ωB97M-V with the def2-TZVPD basis set
C -0.973 -0.144 -0.050
C -1.161 1.211 0.018
C 0.312 -0.744 -0.277
O 2.761 -0.952 0.757
O 1.224 -0.543 -1.314
O -0.270 2.088 -0.156
S 1.905 0.081 0.119
H -1.769 -0.650 0.449
H -2.254 1.484 0.275
H 0.225 -1.831 0.179
```

Charge: -1
HOMO: -2.98 eV
2S+1: 1
Molar mass: 119.1 g mol⁻¹



## x
Here is a 2-piece molecular cluster, C3H3O3S overall from the Open Molecules 2025 dataset. Energies are from ωB97M-V with the def2-TZVPD basis set.

The geometry in XYZ format:
```
10
C3H3O3S, DFT ωB97M-V with the def2-TZVPD basis set
C -1.445 1.098 -0.216
C -2.469 0.370 -0.037
C 1.499 -0.425 0.063
O 0.371 -0.417 0.546
O 2.073 0.296 -0.740
O 2.336 -1.368 0.589
S -3.585 -0.684 0.452
H -0.602 0.456 0.259
H -1.236 1.979 -0.852
H 3.060 -1.305 -0.064
```

Charge: -1
HOMO: -4.39 eV
2S+1: 1
Molar mass: 119.1 g mol⁻¹



Computed stability ranking, most favorable first: x, w



## w
Here is a 2-piece molecular cluster, C3H10O2S overall from the Open Molecules 2025 dataset. Energies are from ωB97M-V with the def2-TZVPD basis set.

The geometry in XYZ format:
```
16
C3H10O2S, DFT ωB97M-V with the def2-TZVPD basis set
C -1.395 0.617 0.102
O -2.177 -0.032 1.237
C 0.012 0.804 0.652
C 0.916 1.284 -0.435
S 1.197 0.475 -2.033
H -1.360 -0.274 -0.706
H -1.959 1.474 -0.216
H -1.752 -0.896 1.546
H 0.046 1.557 1.453
H 0.385 -0.238 0.962
H 1.888 1.525 -0.044
H 0.783 2.264 -0.838
H 0.274 -0.467 -1.867
H 0.799 -2.725 1.387
H 0.589 -2.271 2.613
O 0.172 -2.939 2.053
```

HOMO: -9.07 eV
2S+1: 1
Molar mass: 110.2 g mol⁻¹



## x
Here is a 2-piece molecular cluster, C3H10O2S overall from the Open Molecules 2025 dataset. Energies are from ωB97M-V with the def2-TZVPD basis set.

The geometry in XYZ format:
```
16
C3H10O2S, DFT ωB97M-V with the def2-TZVPD basis set
C -1.495 0.211 0.248
O -1.955 -0.259 1.496
C 0.051 0.036 0.388
C 1.101 1.020 -0.140
S 1.594 0.827 -1.907
H -1.813 -0.392 -0.457
H -1.875 1.280 0.183
H -2.154 0.489 2.149
H 0.089 0.002 1.548
H 0.174 -1.064 0.154
H 2.098 1.029 0.503
H 0.835 2.079 0.016
H 1.286 2.030 -2.286
H -0.765 -1.584 1.752
H -1.301 -2.966 0.969
O -0.547 -2.458 1.379
```

HOMO: -9.05 eV
2S+1: 1
Molar mass: 110.2 g mol⁻¹



## y
Here is a 2-piece molecular cluster, C3H10O2S overall from the Open Molecules 2025 dataset. Energies are from ωB97M-V with the def2-TZVPD basis set.

The geometry in XYZ format:
```
16
C3H10O2S, DFT ωB97M-V with the def2-TZVPD basis set
C 0.846 0.376 1.197
O 1.348 -0.865 0.657
C -0.641 0.526 0.955
C -1.077 0.311 -0.490
S -2.808 0.877 -0.742
H 1.490 1.149 0.785
H 1.007 0.307 2.276
H 0.911 -1.574 1.140
H -0.986 1.503 1.293
H -1.135 -0.210 1.601
H -0.446 0.913 -1.133
H -0.982 -0.714 -0.833
H -3.228 -0.284 -0.210
H 2.421 -0.837 -1.582
H 1.296 -1.052 -2.574
O 1.985 -0.424 -2.339
```

HOMO: -9.10 eV
2S+1: 1
Molar mass: 110.2 g mol⁻¹



Computed stability ranking, most favorable first: y, w, x